1.
{"formula": "C4H5NO", "method": "the ωB97M-V functional and the def2-TZVPD basis", "total_energy_ev": -7765.8097, "orbital_gap_ev": 11.0, "homo_energy_ev": -10.46, "e_lumo_ha": 0.0210, "multiplicity": 1, "e_above_lowest_ev": 0.717, "elements": ["C", "C", "O", "C", "C", "N", "H", "H", "H", "H", "H"], "coordinates": [[1.4067, -0.6243, -0.6980], [0.3834, 0.2076, 0.0294], [0.7622, 1.1343, 0.7034], [-1.1394, -0.0279, -0.0332], [-1.6419, 0.6598, 1.1634], [-1.9429, 1.2746, 2.0928], [2.2862, -0.6091, -0.0510], [1.6756, -0.1189, -1.6313], [1.1226, -1.6519, -0.9300], [-1.4491, -1.0776, -0.1330], [-1.5683, 0.4949, -0.8962]], "forces_ev_per_angstrom": [[0.0, -0.1, -0.1], [0.3, 0.4, 0.2], [0.2, -0.2, -0.3], [0.0, 0.1, 0.1], [-0.7, 0.3, 0.7], [0.0, -0.7, -0.8], [0.0, -0.1, -0.2], [-0.1, 0.0, 0.1], [-0.2, 0.1, 0.1], [0.2, 0.3, 0.3], [0.3, -0.1, -0.1]], "lowdin_charge": [-0.008, -0.438, 0.088, -0.086, -0.236, 0.163, 0.091, 0.093, 0.079, 0.123, 0.130]}


2.
{"formula": "C2H5OP", "method": "the ωB97M-V functional and the def2-TZVPD basis", "total_energy_ev": -13489.3510, "orbital_gap_ev": 9.5, "homo_energy_ev": -8.73, "e_lumo_ha": 0.0266, "multiplicity": 1, "e_above_lowest_ev": 1.524, "elements": ["C", "C", "O", "P", "H", "H", "H", "H", "H"], "coordinates": [[0.4852, -0.7954, -0.2928], [-0.8290, -0.8673, 0.0694], [-1.3407, 0.0214, 1.0614], [1.5724, 0.5848, 0.4413], [0.8152, -1.5471, -0.9308], [2.8235, -0.0530, 0.7591], [-1.6716, -1.4867, -0.4158], [-2.3122, 0.0293, 0.8700], [1.3780, 0.4498, 1.8819]], "forces_ev_per_angstrom": [[-2.1, 1.2, 2.7], [0.1, 1.0, -0.1], [-0.8, -1.3, -1.8], [-0.1, -0.8, 0.8], [0.8, -0.9, -1.2], [-0.4, -0.2, -0.8], [1.8, 0.7, 0.7], [1.2, 0.2, 0.6], [-0.6, 0.1, -0.9]], "lowdin_charge": [-0.384, -0.272, -0.103, 0.752, 0.016, -0.136, 0.131, 0.101, -0.105]}


3.
{"formula": "C6H7EuLiO4", "method": "the ωB97M-V functional and the def2-TZVPD basis", "s2": 15.759, "total_energy_ev": -34039.7508, "orbital_gap_ev": [5.2, 5.4], "homo_energy_ev": [-14.48, -14.49], "e_lumo_ha": [-0.3406, -0.3327], "multiplicity": 8, "charge": 2, "e_above_lowest_ev": 0.000, "elements": ["C", "C", "C", "C", "O", "Li", "H", "H", "H", "H", "C", "O", "C", "O", "H", "H", "H", "O", "Eu"], "coordinates": [[1.2231, -1.1225, 0.1122], [0.1320, -0.5918, -0.2103], [-1.2962, -0.7780, -0.4762], [-2.1634, -0.4864, 0.7798], [-3.4814, -0.7135, 0.5636], [-4.7609, -1.3646, -0.3466], [-1.4897, -1.8107, -0.8092], [-1.5949, -0.1067, -1.2995], [-1.9666, 0.5766, 1.0831], [-1.7394, -1.0974, 1.6100], [1.6354, 1.9048, -1.0393], [3.0833, 0.2905, -0.2368], [2.5979, -0.7457, 0.2528], [3.3215, -1.3608, 1.1687], [2.2989, 2.7560, -0.8435], [1.7112, 1.4437, -2.0369], [2.8712, -2.1519, 1.4972], [0.5170, 1.8001, -0.4253], [-0.8991, 3.5585, 0.6563]], "forces_ev_per_angstrom": [[-2.3, 2.5, -1.5], [1.7, -4.0, 0.8], [-0.3, 1.1, -0.2], [-0.6, -1.1, -0.2], [0.5, 0.2, -0.4], [0.1, 0.0, 0.4], [0.3, 0.3, 0.2], [-0.1, -0.2, 0.2], [0.2, 0.7, 0.1], [-0.2, 0.3, -0.2], [-1.9, -0.1, -0.3], [-1.1, -0.7, -0.2], [1.1, 2.0, 1.1], [0.1, -0.4, -0.4], [0.4, -0.6, 0.4], [0.3, -0.3, 0.6], [0.0, -0.1, 0.0], [1.3, 1.8, -0.2], [0.5, -1.5, -0.3]], "mulliken_spin": [-0.001, 0.000, 0.000, -0.009, -0.005, 0.000, 0.000, 0.000, 0.009, 0.000, -0.001, 0.000, 0.000, 0.000, 0.000, -0.001, 0.000, -0.010, 7.017]}